{"formula": "C49H53BCdN8O3Si", "method": "ωB97M-V/def2-TZVPD", "symbols": ["Cd", "C", "C", "C", "C", "C", "C", "N", "N", "B", "N", "C", "C", "C", "N", "C", "C", "C", "N", "C", "C", "C", "N", "C", "C", "C", "H", "H", "H", "H", "H", "H", "H", "H", "H", "H", "H", "H", "H", "H", "H", "H", "H", "H", "H", "H", "H", "H", "H", "H", "H", "H", "H", "H", "C", "C", "C", "C", "C", "C", "N", "N", "C", "C", "C", "C", "C", "C", "H", "H", "H", "H", "H", "H", "H", "H", "H", "C", "C", "C", "C", "C", "C", "Si", "C", "C", "C", "C", "C", "C", "H", "H", "H", "H", "H", "H", "H", "H", "H", "H", "H", "O", "C", "C", "C", "C", "C", "C", "C", "O", "O", "H", "H", "H", "H", "H"], "xyz": [[-0.210798, 0.415824, -0.020772], [0.306313, -2.615420, -3.597396], [1.174492, -1.771388, -2.662672], [2.566732, -1.552174, -3.263692], [1.293803, -2.387159, -1.301057], [1.719410, -3.684062, -0.961466], [1.698511, -3.708714, 0.416203], [1.299059, -2.503064, 0.860386], [1.047965, -1.695198, -0.190953], [1.264597, -2.085904, 2.346047], [-0.166840, -1.803168, 2.870314], [-0.667550, -2.465379, 3.933008], [-1.987492, -2.119098, 4.076463], [-2.232658, -1.211002, 3.025139], [-1.128535, -1.036853, 2.301256], [-3.568576, -0.558315, 2.776349], [-3.598383, 0.331820, 1.546381], [-4.005782, 0.235241, 4.012007], [2.250973, -0.914487, 2.526469], [3.321770, -0.921721, 3.348500], [4.103265, 0.169921, 3.039917], [3.420968, 0.797646, 1.971473], [2.303949, 0.142336, 1.692672], [3.848702, 2.007978, 1.191774], [5.140175, 1.710242, 0.422305], [4.036361, 3.214274, 2.115470], [0.158769, -2.084905, -4.541755], [-0.671548, -2.804031, -3.156182], [0.786809, -3.574672, -3.815447], [0.698944, -0.798605, -2.536792], [3.082500, -2.508797, -3.394769], [3.164759, -0.912315, -2.611804], [2.485128, -1.061840, -4.236942], [1.998834, -4.487105, -1.623987], [1.952799, -4.496338, 1.106700], [1.682476, -3.015916, 2.991654], [-0.049604, -3.132595, 4.512657], [-2.685614, -2.473373, 4.818024], [-4.283281, -1.377164, 2.631024], [-2.877796, 1.148371, 1.648625], [-4.593099, 0.766583, 1.419802], [-3.358057, -0.230462, 0.653916], [-3.341078, 1.085835, 4.159810], [-3.973246, -0.381503, 4.913102], [-5.025574, 0.610087, 3.882702], [3.450769, -1.699264, 4.085776], [5.042319, 0.447972, 3.492407], [3.062725, 2.213021, 0.461751], [5.967570, 1.506067, 1.108789], [5.413890, 2.562826, -0.206086], [4.996416, 0.833903, -0.212591], [4.801749, 3.000694, 2.868029], [3.104583, 3.446754, 2.632092], [4.345648, 4.097270, 1.548386], [-3.297356, -4.450230, -1.483210], [-3.753643, -3.535653, -2.426704], [-3.323870, -2.221129, -2.421040], [-2.393961, -1.764902, -1.462743], [-1.946060, -2.701907, -0.510132], [-2.389589, -4.008781, -0.522515], [-1.917635, -0.473774, -1.465419], [-2.781906, 0.367061, -2.018215], [-2.370027, 1.590831, -2.446455], [-3.385141, 2.575039, -2.551534], [-3.145519, 3.844017, -3.025947], [-1.864314, 4.206504, -3.435778], [-0.851481, 3.265807, -3.368685], [-1.089231, 1.977699, -2.912838], [-3.641745, -5.477029, -1.490586], [-4.454096, -3.863207, -3.188722], [-3.678856, -1.518798, -3.162692], [-1.264225, -2.363768, 0.254842], [-2.029303, -4.694337, 0.237242], [-4.375540, 2.277591, -2.226698], [-3.953209, 4.566384, -3.081883], [-1.655555, 5.202796, -3.802235], [0.149921, 3.515123, -3.703683], [-1.225088, 2.549460, 5.842617], [-0.330015, 1.643505, 5.283643], [-0.053818, 1.689097, 3.925885], [-0.665641, 2.624121, 3.078391], [-1.570383, 3.514107, 3.661756], [-1.842706, 3.485826, 5.026466], [-0.069051, 2.603674, 1.251293], [-0.508723, 4.306595, 0.506530], [-1.766550, 4.907866, 0.577659], [-1.990066, 6.187678, 0.086277], [-0.961734, 6.887485, -0.526719], [0.286575, 6.288146, -0.656201], [0.505797, 5.018607, -0.142478], [-1.438385, 2.523987, 6.905525], [0.146290, 0.894085, 5.906155], [0.675070, 1.003528, 3.502539], [-2.039805, 4.275613, 3.047592], [-2.540728, 4.197492, 5.456058], [1.348047, 2.927585, 1.575860], [-2.595695, 4.362714, 1.018638], [-2.976036, 6.635322, 0.163844], [-1.132210, 7.884099, -0.918666], [1.091607, 6.823046, -1.148099], [1.482305, 4.556243, -0.249452], [4.024521, 1.499061, -2.315675], [3.545297, 1.390390, -3.594145], [4.410945, 1.315359, -4.659533], [3.947839, 1.165033, -5.983831], [2.571294, 1.099153, -6.207919], [1.684100, 1.175412, -5.155212], [2.122575, 1.316735, -3.799184], [1.190505, 1.401860, -2.732495], [-0.113575, 1.018873, -3.097558], [1.391959, 1.734518, -1.543226], [4.984264, 1.523770, -2.353736], [5.481099, 1.364629, -4.466038], [4.652956, 1.091411, -6.803486], [2.197987, 1.000150, -7.222023], [0.617495, 1.130752, -5.336937]], "atomic_forces_ev_per_a": [[0.08, -0.28, -0.19], [0.00, 0.11, 0.05], [0.09, -0.12, 0.05], [-0.05, -0.15, 0.00], [0.06, -0.02, 0.08], [-0.02, -0.05, 0.06], [0.01, 0.05, -0.18], [-0.14, -0.35, 0.07], [-0.29, 0.40, -0.19], [0.02, 0.41, -0.29], [-0.02, -0.35, 0.11], [-0.06, 0.08, 0.02], [-0.01, 0.05, 0.00], [0.07, -0.12, 0.11], [0.01, 0.12, -0.05], [0.09, 0.11, -0.01], [0.04, 0.03, 0.09], [-0.01, -0.13, 0.02], [0.13, -0.11, 0.33], [-0.01, 0.15, -0.06], [0.01, -0.08, -0.05], [0.02, 0.08, 0.20], [0.04, -0.03, -0.13], [0.09, -0.02, -0.02], [-0.04, -0.10, 0.07], [-0.05, -0.06, -0.06], [0.03, -0.01, 0.02], [-0.02, -0.07, -0.03], [-0.01, -0.01, 0.01], [-0.03, -0.35, -0.01], [0.01, -0.05, 0.05], [0.01, -0.14, -0.02], [0.07, -0.21, 0.10], [-0.02, 0.04, -0.01], [-0.01, 0.06, 0.05], [-0.01, -0.01, 0.04], [0.01, 0.01, -0.08], [0.02, 0.03, 0.00], [-0.02, 0.00, -0.03], [-0.01, -0.03, -0.03], [0.01, 0.01, -0.01], [0.08, -0.03, -0.26], [0.08, 0.09, 0.04], [-0.03, 0.05, 0.01], [0.03, 0.00, 0.00], [-0.02, 0.00, -0.07], [-0.04, 0.03, 0.00], [0.03, -0.01, 0.00], [0.01, 0.02, 0.04], [0.00, -0.02, 0.02], [0.04, 0.07, 0.06], [0.02, 0.04, -0.01], [0.04, 0.03, 0.03], [0.00, -0.03, 0.01], [0.06, 0.11, 0.03], [-0.05, -0.14, 0.02], [0.01, 0.16, 0.01], [-0.24, -0.69, 0.06], [0.04, 0.32, -0.06], [-0.06, -0.12, -0.02], [0.54, 0.58, 0.43], [-0.36, -0.38, -0.23], [0.19, 0.62, -0.10], [0.08, -0.19, 0.13], [-0.02, 0.17, -0.08], [-0.01, -0.02, 0.16], [0.03, 0.11, -0.05], [-0.12, -0.16, -0.09], [0.00, -0.02, -0.01], [-0.01, 0.04, -0.01], [0.02, -0.02, 0.02], [0.00, -0.07, 0.04], [0.02, 0.03, -0.01], [0.01, -0.01, -0.01], [-0.01, -0.04, 0.04], [0.00, 0.04, 0.03], [0.00, -0.07, 0.00], [-0.04, -0.03, -0.02], [-0.04, -0.01, -0.01], [0.02, 0.00, -0.06], [-0.11, 0.01, -0.03], [0.08, 0.04, -0.06], [-0.02, -0.03, 0.05], [0.08, 0.35, 0.39], [-0.16, -0.19, -0.08], [-0.02, -0.05, -0.05], [-0.09, 0.04, -0.08], [0.06, -0.05, -0.03], [-0.05, 0.08, 0.04], [0.01, -0.01, 0.01], [-0.01, -0.01, -0.01], [0.04, 0.03, -0.01], [-0.08, -0.07, 0.05], [-0.01, -0.07, 0.10], [0.01, 0.00, -0.03], [-0.03, -0.21, -0.24], [0.00, 0.04, -0.05], [0.02, -0.03, 0.01], [-0.01, -0.01, 0.01], [0.01, -0.04, -0.02], [-0.02, 0.03, 0.00], [-0.31, 0.04, 0.02], [0.08, 0.20, -0.48], [-0.14, 0.01, 0.13], [0.09, -0.04, -0.14], [0.03, 0.02, 0.12], [-0.01, -0.01, -0.15], [-0.31, 0.48, 0.50], [0.88, 0.30, -0.35], [-0.21, 0.29, 0.19], [-0.32, -0.39, 0.06], [0.08, -0.02, -0.08], [-0.02, -0.02, 0.02], [-0.02, 0.02, 0.03], [-0.04, -0.03, 0.03], [0.05, -0.01, 0.01]], "lowdin_charge": [1.267, -0.041, -0.350, -0.044, -0.283, -0.020, -0.087, -0.034, 0.050, -0.550, -0.032, -0.103, -0.040, -0.286, 0.093, -0.367, -0.077, -0.067, -0.048, -0.101, -0.034, -0.300, 0.097, -0.379, -0.079, -0.082, 0.081, 0.060, 0.072, 0.084, 0.079, 0.082, 0.071, 0.093, 0.106, 0.108, 0.102, 0.089, 0.134, 0.047, 0.078, 0.043, 0.065, 0.064, 0.071, 0.103, 0.086, 0.096, 0.071, 0.072, 0.072, 0.067, 0.058, 0.073, -0.139, -0.130, -0.055, -0.327, -0.061, -0.106, -0.082, 0.005, -0.239, -0.050, -0.133, -0.114, -0.020, -0.211, 0.077, 0.085, 0.090, 0.058, 0.094, 0.095, 0.085, 0.088, 0.122, -0.130, -0.099, -0.127, -0.337, -0.115, -0.125, 0.623, -0.331, -0.129, -0.113, -0.125, -0.106, -0.117, 0.085, 0.094, 0.072, 0.072, 0.088, -0.040, 0.092, 0.090, 0.085, 0.091, 0.091, 0.021, -0.287, -0.074, -0.152, -0.151, -0.062, -0.136, -0.497, -0.054, -0.096, 0.082, 0.096, 0.067, 0.083, 0.107], "total_charge": -2, "homo_ha": [-0.03422, 0.00356], "e_tot_ev": -82858.09914, "orbital_gap_ev": [5.2, 4.2]}